# 1
A 11-piece molecular cluster, C50H118N4O11S7 overall in a non-equilibrium geometry, computed with the ωB97M-V functional and the def2-TZVPD basis.

Each line ends with the Mulliken charge.
Geometry (Å):
S -5.52 -2.52 2.15  0.768
S -4.18 -0.56 -3.05  0.699
S 6.87 1.99 0.09  0.574
S -0.52 -3.47 4.64  0.440
S 1.18 1.41 -7.04  0.403
S 4.48 -6.00 1.94  0.607
S -0.91 2.98 -2.61  0.279
O 0.41 -0.87 -2.46  2.360
O 1.14 -3.33 -4.38  -0.101
O -5.40 1.57 0.81  -0.287
O 7.95 2.80 0.80  -0.652
O -0.74 4.90 1.90  -0.171
O -0.69 -3.97 6.05  -0.654
O -4.43 -3.40 2.76  -0.654
O 2.31 0.37 -7.45  -0.604
O -5.19 0.00 -4.06  -0.726
O -0.55 1.51 -2.32  -1.445
O 4.35 -7.31 1.15  -0.654
N 2.20 -4.09 -4.91  0.275
N -5.54 2.28 2.05  0.405
N 0.20 5.10 2.87  0.164
N 0.97 -1.30 -1.23  0.406
C 4.90 -5.18 -5.12  -0.636
C -7.13 0.50 3.10  -1.574
C 2.20 2.87 -6.59  -0.893
C 5.30 -4.68 1.01  -0.529
C -3.73 1.09 -2.27  -0.132
C -1.41 4.77 4.87  -1.423
C -1.51 -4.57 3.47  -0.539
C 3.77 -2.09 -5.11  -0.998
C 5.79 3.25 -0.67  -0.849
C 1.68 0.93 -0.26  -0.309
C 5.69 -6.25 3.30  -1.010
C -1.11 -0.78 0.25  0.198
C 2.56 -5.25 -4.00  2.038
C 1.22 4.07 2.78  2.029
C -7.86 2.56 1.81  -1.978
C -0.29 5.63 4.12  1.453
C -4.42 3.06 4.16  -1.494
C -0.82 -2.95 -0.94  -1.733
C -1.70 -2.08 4.40  -0.485
C 0.73 0.65 -5.40  0.144
C 0.67 2.70 2.62  -1.298
C 2.35 -2.91 -7.04  -1.609
C 0.90 5.97 5.06  -1.348
C 3.14 -3.30 -5.75  1.527
C 2.24 4.11 4.02  -1.478
C 2.21 4.32 1.57  -1.819
C -5.18 -2.70 0.35  -0.476
C -6.79 2.00 2.72  1.463
C 2.83 -1.18 0.44  -0.519
C 7.63 1.56 -1.56  -0.940
C 3.78 -6.08 -4.53  -1.106
C -0.89 6.99 3.78  -1.858
C -0.04 -1.82 -0.28  2.359
C 0.74 3.80 -2.38  -0.173
C 1.86 -1.63 1.49  -0.572
C 2.09 -0.43 -0.73  1.899
C -1.70 3.71 -1.10  0.295
C -7.00 -3.65 2.22  -1.233
C -4.28 2.20 2.85  2.451
C -3.75 0.79 3.34  -1.409
C 1.77 4.70 5.34  -0.815
C 2.93 -4.70 -2.57  -1.906
C 3.12 -0.24 -1.88  -1.296
C 4.28 -4.26 -6.25  -1.357
C -2.69 -0.95 -4.06  -0.571
C -3.23 2.84 1.86  -1.173
C -5.72 2.77 4.98  -0.968
C -6.96 2.82 4.08  -1.494
C 0.73 -2.53 0.88  -0.378
C 1.40 -6.21 -3.84  -1.900
H 2.49 3.06 4.17  0.347
H 0.21 1.44 -4.87  0.094
H 6.13 -5.06 0.41  0.409
H 1.38 1.61 -1.05  -0.606
H 5.77 -5.33 3.88  0.341
H -1.01 -5.54 3.40  0.404
H -7.52 -3.58 3.18  0.343
H 3.43 -1.25 -2.16  -0.029
H 4.69 -4.16 0.27  -0.230
H 3.44 -0.49 1.02  0.647
H -7.90 2.54 4.57  0.441
H -0.47 7.48 2.89  0.337
H 3.39 -6.77 -5.27  0.418
H 1.61 0.25 -4.87  -0.414
H -0.95 3.68 -0.31  -0.591
H 3.03 -2.61 -7.84  0.430
H 5.42 3.90 0.12  0.280
H 5.34 -4.49 -4.40  0.328
H 3.07 -5.45 -1.79  0.696
H 7.97 2.48 -2.05  0.326
H 1.45 1.95 2.46  0.681
H -5.85 -2.21 -0.36  0.463
H -4.47 4.12 3.92  0.549
H -2.72 -1.92 -4.55  0.582
H -2.70 -2.47 4.55  0.280
H 1.69 -2.06 -6.87  0.116
H 0.03 2.53 1.76  -0.339
H 1.50 -6.99 -3.09  0.430
H -2.27 2.95 2.35  -0.012
H -2.98 2.28 0.96  -0.793
H -1.86 4.78 -1.18  0.711
H -8.14 0.31 3.44  0.459
H -1.23 0.03 -0.47  -0.711
H -3.36 1.86 -2.95  0.548
H 4.55 -1.67 -5.76  0.609
H -1.35 -3.66 -0.31  0.337
H 2.41 5.39 1.48  0.430
H 5.34 -7.05 3.96  0.346
H -2.59 -4.66 3.59  0.371
H -5.42 2.29 0.17  0.312
H 6.41 3.84 -1.35  0.471
H -2.96 0.96 -1.51  -0.570
H -1.71 -1.63 3.40  -0.089
H 4.92 2.80 -1.14  0.152
H 1.79 -3.77 -7.41  0.493
H 0.53 -5.63 -3.51  0.334
H -1.57 -2.59 -1.64  0.083
H 7.05 0.96 -2.26  0.283
H 1.96 3.92 0.59  -0.278
H -7.64 -3.42 1.37  0.382
H 2.45 3.45 -7.47  0.354
H 3.92 -4.24 -2.56  0.263
H 3.27 -2.10 0.07  -0.434
H -2.27 4.72 4.20  0.113
H -4.37 0.31 4.10  0.415
H -1.52 -4.19 2.45  -0.114
H -2.71 -0.18 -4.84  0.434
H -5.70 3.48 5.80  0.530
H 3.13 3.79 1.82  0.525
H 2.63 0.21 -2.75  -0.065
H 3.98 0.35 -1.54  0.194
H 5.69 -3.91 1.66  0.398
H 0.71 0.87 0.24  -1.016
H 2.30 -3.90 -2.19  0.115
H -7.04 3.85 3.74  0.504
H -0.76 -0.31 1.16  -0.161
H -2.75 0.90 3.75  0.379
H 1.51 -3.03 -3.55  -0.020
H 0.11 -2.68 1.77  -0.842
H 3.12 2.72 -6.03  0.320
H 1.70 3.41 -5.79  0.291
H 1.60 3.35 -2.87  0.293
H 0.16 2.42 3.53  0.461
H 5.71 -5.75 -5.58  0.428
H 4.29 -2.41 -4.21  0.454
H -4.60 1.47 -1.73  0.226
H 1.01 -6.69 -4.73  0.434
H 5.07 -3.59 -6.57  0.511
H -6.77 -4.70 2.03  0.392
H 1.42 -0.74 1.95  -0.223
H -5.25 -3.72 -0.02  0.523
H -6.55 0.11 3.93  0.365
H 1.57 6.62 4.49  0.402
H 1.35 3.88 5.92  0.354
H 3.08 -1.33 -4.75  -0.480
H -5.64 1.74 5.34  0.292
H -1.69 -1.05 -3.66  -0.450
H 2.69 5.05 5.81  0.432
H 0.61 6.41 6.01  0.539
H 6.69 -6.58 3.04  0.330
H -1.48 -1.28 5.10  0.445
H 2.46 -2.10 2.26  0.772
H 8.55 1.02 -1.33  0.352
H -8.79 2.59 2.37  0.430
H 4.27 -6.64 -3.72  0.457
H 0.27 -0.34 -5.43  0.191
H -6.91 -0.16 2.26  0.266
H -2.11 -1.20 0.36  -0.369
H -7.62 3.57 1.50  0.464
H 3.94 -4.85 -7.10  0.400
H -0.98 3.77 4.92  0.391
H -4.14 -2.42 0.14  -0.463
H 3.28 4.43 3.90  0.630
H -8.06 1.89 0.98  0.368
H 0.89 3.85 -1.30  -0.664
H -3.70 0.10 2.49  -0.009
H 1.12 -3.52 0.65  0.669
H -2.60 3.15 -0.84  -0.064
H 0.00 -0.06 -2.15  -0.377
H 0.63 4.78 -2.82  0.545
H 2.37 1.52 0.35  0.913
H -1.96 6.86 3.64  0.338
H -0.90 7.74 4.57  0.442
H -1.56 5.11 5.89  0.390
H -3.63 2.97 4.90  0.216
H -0.62 5.61 1.27  0.319
H -0.14 -3.51 -1.58  -0.011
H -3.74 3.77 1.58  0.883

Computed properties:
HOMO energy (alpha / beta) = -10.16 / -10.16 eV
Net charge = +1
Calculated total energy = -5808.99338 hartree
2S+1 = 2
Lowest unoccupied orbital energy (alpha / beta) = -0.07006 / -0.22842 Ha
Gap between HOMO and LUMO (alpha / beta) = 8.3 / 3.9 eV
Energy above the lowest of the compared OMol25 structures with the same formula, charge and spin = 0.00 kcal per mole

---

# 2
A 5-piece molecular cluster, C44H56I2O17 overall in a non-equilibrium geometry, computed with the ωB97M-V functional and the def2-TZVPD basis.

Each line ends with the Mulliken charge.
Geometry (Å):
I -5.98 5.18 -0.04  0.109
I -5.09 3.23 2.41  0.035
O 4.25 -0.31 3.00  -0.262
O -2.23 -5.78 3.95  -0.551
O 7.53 -0.44 -3.67  -0.586
O -6.68 2.82 -3.71  -0.374
O 0.38 4.56 -4.06  -0.521
O 12.89 0.51 2.95  -0.554
O -5.04 -3.62 2.43  -0.336
O 3.35 -1.44 1.23  -0.513
O -4.42 -1.45 2.33  -0.273
O 5.31 -0.20 -2.58  -0.213
O 12.70 -1.46 1.81  -0.313
O -2.42 4.29 0.42  -0.489
O 12.40 0.48 0.72  -0.336
O 5.19 -0.11 0.97  -0.285
O -0.20 -4.73 3.83  -0.330
O -4.80 -2.60 0.39  -0.592
O -1.72 -4.04 5.34  -0.326
C 5.38 1.44 4.23  -1.507
C 12.48 -0.55 -0.26  0.540
C 5.07 1.16 -3.09  -0.409
C -4.63 -3.24 3.73  1.385
C -5.98 0.88 0.60  -0.239
C -2.87 3.44 -2.07  0.250
C -0.32 3.72 -3.29  -0.045
C -6.92 1.35 -3.53  -0.161
C -2.02 3.57 -0.63  0.344
C 0.33 2.82 -2.04  -0.185
C 3.67 1.08 -3.99  -0.698
C 1.77 -3.55 4.56  -1.558
C -4.75 -2.56 1.61  0.623
C -5.23 3.07 -3.54  -0.229
C -8.93 -0.54 -3.35  0.266
C -0.57 2.73 -0.63  0.322
C 5.78 0.88 1.80  -0.453
C 0.27 -3.51 4.37  0.645
C 1.81 2.05 -2.19  0.456
C -0.49 -3.41 5.66  -0.470
C 11.49 -0.29 -1.38  -1.280
C -4.49 3.22 -2.05  0.460
C -4.92 2.16 0.47  -0.492
C 2.58 2.25 -3.62  -0.301
C -8.11 -1.42 -4.45  -1.167
C 12.16 -1.77 0.54  -0.407
C -1.97 3.52 -3.48  0.164
C 5.50 0.35 3.18  0.393
C -4.74 -1.74 3.68  -0.504
C 1.41 1.04 0.47  -0.150
C -1.45 -4.93 4.34  0.671
C 12.68 -0.10 1.92  0.620
C -4.34 3.19 -4.95  -0.307
C -5.46 3.14 -0.73  0.102
C -5.53 -3.87 4.78  -1.602
C -2.69 3.42 -4.98  -0.643
C -0.04 1.83 0.65  -0.782
C -9.01 1.75 -1.85  -1.004
C -8.87 -1.34 -1.91  -0.988
C 7.35 -1.22 -1.20  0.204
C 2.34 1.15 -0.92  -0.082
C 6.74 -0.56 -2.60  0.445
C -8.51 1.04 -3.27  0.084
C 4.19 -0.69 1.69  0.496
H 4.86 1.86 -2.14  0.263
H -6.59 -3.73 4.53  0.429
H 11.09 -1.96 0.65  0.237
H 6.24 -0.40 3.48  0.264
H -0.66 -2.37 5.96  0.323
H 4.02 1.29 -5.11  0.318
H -6.28 1.05 -2.57  0.003
H -10.16 1.61 -1.70  0.354
H 1.74 2.20 -4.46  0.328
H 11.81 0.58 -1.97  0.369
H -7.95 -0.87 -5.47  0.292
H 6.53 -1.11 -0.37  -0.129
H -6.97 1.31 1.11  0.347
H 5.30 1.84 1.59  0.310
H 7.50 -2.37 -1.40  0.309
H -5.36 -4.95 4.81  0.340
H 4.51 2.07 4.05  0.356
H -5.58 0.04 1.35  0.040
H -8.47 1.25 -0.91  0.045
H -5.34 -3.46 5.77  0.359
H 13.50 -0.57 -0.65  0.241
H 11.42 -1.15 -2.05  0.387
H 6.28 2.06 4.25  0.382
H -0.67 1.72 1.64  0.338
H -8.71 -2.44 -4.58  0.353
H -0.03 -3.95 6.49  0.301
H 10.50 -0.05 -0.99  0.148
H 2.13 -2.68 5.13  0.388
H 0.00 -2.70 3.68  0.252
H -4.86 3.11 -6.02  0.309
H -7.05 -1.75 -4.03  0.260
H -3.59 -3.56 3.88  -0.534
H -9.30 -2.43 -2.11  0.360
H 2.08 -4.46 5.08  0.362
H 12.63 -2.67 0.13  0.321
H -7.78 -1.49 -1.49  0.153
H -5.74 -1.37 3.89  0.271
H 3.21 -0.01 -4.01  0.325
H -2.05 3.50 -5.96  0.334
H 3.05 3.35 -3.68  0.241
H -6.49 2.67 -1.10  -0.293
H 6.85 0.96 1.60  0.370
H 5.97 1.65 -3.66  0.445
H 5.24 0.99 5.22  0.371
H -3.86 1.69 0.29  0.355
H -10.08 -0.56 -3.69  0.256
H -4.03 -1.25 4.36  0.372
H -9.58 -0.88 -1.08  0.259
H -6.46 0.83 -4.47  0.327
H -8.75 2.89 -1.79  0.339
H -9.11 1.59 -4.14  0.286
H 3.35 0.57 -0.98  0.257
H -6.28 0.43 -0.44  -0.019
H 2.28 -3.55 3.59  0.320
H 8.33 -0.65 -0.90  -0.185
H 1.77 0.37 1.38  0.094

Computed properties:
HOMO energy = -8.02 eV
Calculated total energy = -3583.80485 hartree
Lowest unoccupied orbital energy = -0.05473 Ha
Gap between HOMO and LUMO = 6.5 eV

---

# 3
C37H37HgN2O3P2S3 as an isolated structure in a non-equilibrium geometry, computed with the ωB97M-V functional and the def2-TZVPD basis.

Each line ends with the Mulliken charge.
Geometry (Å):
Hg 0.18 -0.68 -0.29  1.615
S 0.71 2.78 -1.31  -0.637
S -0.07 -3.11 -1.24  -0.520
S 1.30 -1.80 2.61  -0.536
P 1.99 2.11 0.03  1.705
P 2.41 -0.30 1.94  1.752
O -6.61 -0.04 -1.72  -0.464
O -0.20 -0.18 -2.62  -0.692
O -2.07 -0.16 -0.45  -0.768
N -1.46 -5.00 0.15  -0.391
N 0.80 -4.58 0.88  0.164
C 2.81 0.77 3.38  -0.128
C 1.90 3.36 1.38  0.095
C 3.27 2.39 5.62  -0.418
C 1.81 0.99 4.32  -0.693
C 1.83 0.45 0.50  -1.174
C 0.42 4.51 2.91  -0.655
C 6.25 -2.74 1.04  -0.514
C 4.88 -1.57 2.64  -0.203
C 1.21 -5.89 1.31  -1.151
C 6.31 2.67 -1.64  -0.528
C -2.89 -0.12 -1.41  0.220
C 4.28 2.18 4.70  -0.976
C 4.81 1.83 0.04  0.811
C 2.03 1.79 5.43  -0.719
C 6.10 1.96 -0.47  -0.822
C -1.59 -6.39 -0.26  -0.969
C 0.67 3.46 2.04  -0.371
C 5.42 -2.29 0.02  -0.765
C -3.64 -0.16 -3.75  -0.851
C -4.29 -0.05 -1.07  -0.436
C 4.33 -1.47 0.31  -0.321
C 3.94 3.11 -1.78  -0.469
C -2.57 -0.13 -2.83  0.216
C 2.87 4.33 1.61  -0.160
C -6.95 -0.02 -0.35  -0.814
C -4.96 -0.15 -3.38  -1.111
C -1.20 -0.10 -3.33  1.039
C -5.28 -0.08 -2.01  1.220
C 2.62 5.39 2.48  -0.715
C 5.23 3.24 -2.30  -0.616
C 3.72 2.40 -0.60  -1.070
C 4.05 -1.11 1.62  -0.084
C 4.05 1.38 3.58  0.307
C -0.89 0.10 -4.80  -1.357
C 5.97 -2.37 2.36  -0.680
C 1.39 5.48 3.13  -0.440
C -0.22 -4.35 -0.05  0.025
H -2.16 -4.44 -0.32  0.332
H 3.38 6.14 2.66  0.366
H 6.60 -2.74 3.16  0.368
H -6.54 -0.88 0.18  0.335
H 1.54 -3.90 0.80  0.032
H -1.09 -6.60 -1.21  0.246
H 0.42 -6.36 1.91  0.275
H 3.45 3.01 6.49  0.352
H -2.66 -6.63 -0.36  0.442
H -0.08 2.71 1.84  0.425
H -1.18 -7.07 0.50  0.219
H 5.25 2.64 4.84  0.377
H 3.82 4.27 1.10  0.299
H 5.62 -2.58 -1.01  0.433
H 7.09 -3.38 0.82  0.369
H -8.03 -0.03 -0.30  0.225
H 1.46 -6.57 0.48  0.314
H 4.65 -1.31 3.67  0.412
H -5.77 -0.20 -4.11  0.370
H -3.43 -0.22 -4.81  0.143
H 2.09 -5.79 1.95  0.373
H -6.57 0.89 0.14  0.318
H 3.09 3.54 -2.29  0.378
H -0.24 -0.72 -5.11  0.260
H 4.65 1.26 0.94  -0.161
H 1.24 1.95 6.15  0.385
H -4.50 0.01 -0.01  0.347
H -0.54 4.58 3.41  0.371
H 4.85 1.22 2.87  0.423
H -0.32 1.02 -4.88  0.268
H 5.38 3.78 -3.22  0.379
H 3.68 -1.12 -0.48  0.496
H 1.20 6.31 3.80  0.350
H 6.93 1.49 0.04  0.440
H -1.75 0.16 -5.47  0.394
H 0.85 0.51 4.17  0.349
H 7.31 2.77 -2.05  0.344

Computed properties:
HOMO energy (alpha / beta) = 0.62 / -2.00 eV
Net charge = -2
Calculated total energy = -3798.09038 hartree
2S+1 = 2
Lowest unoccupied orbital energy (alpha / beta) = 0.15919 / 0.15910 Ha
Gap between HOMO and LUMO (alpha / beta) = 3.7 / 6.3 eV
Energy above the lowest of the compared OMol25 structures with the same formula, charge and spin = 9.30 kcal per mole

---

# 4
A 2-piece molecular cluster, C8H11NO overall in a non-equilibrium geometry, computed with the ωB97M-V functional and the def2-TZVPD basis.

Each line ends with the natural charge from an NBO analysis.
Geometry (Å):
O 1.95 1.22 0.47  -0.629
N 0.97 2.36 -1.33  -0.819
C 1.04 -1.67 0.49  -0.216
C -0.33 2.05 0.72  -0.722
C 0.97 1.78 -0.07  0.698
C -1.58 -1.42 -0.33  -0.211
C 0.14 -2.72 0.69  -0.196
C -0.70 -0.33 -0.34  -0.242
C 0.68 -0.49 0.00  -0.241
C -1.17 -2.58 0.24  -0.237
H 1.64 2.20 -2.08  0.410
H -0.67 1.15 1.22  0.265
H -2.63 -1.49 -0.78  0.208
H 1.39 0.30 -0.47  0.269
H 0.07 2.71 1.58  0.253
H 0.07 2.70 -1.76  0.401
H -1.91 -3.24 0.45  0.198
H -1.11 0.53 -0.75  0.187
H -1.25 2.55 0.15  0.217
H 2.07 -1.98 0.72  0.206
H 0.36 -3.62 1.17  0.202

Computed properties:
HOMO energy = -8.19 eV
Calculated total energy = -441.27785 hartree
Lowest unoccupied orbital energy = 0.02332 Ha
SMILES = c1ccccc1.CC(N)=O
Gap between HOMO and LUMO = 8.8 eV
Energy above the lowest of the compared OMol25 structures with the same formula, charge and spin = 106.50 kcal per mole